Arrangement w

Here is a 5-piece molecular cluster, CH12O5 overall from the OMol25 dataset. Energies are from wB97M-V/def2-TZVPD.

SMILES string: CO.O.O.O.O
HOMO level: -9.830 eV
frontier orbital gap: 10.16 eV
E_LUMO: 0.33 eV

Each line ends with the Mulliken charge.
Geometry (Å):
C: 3.434 -0.716 -0.484  -0.591
O: 2.099 -0.241 -0.824  -0.436
H: 3.858 -1.390 -1.414  0.183
H: 4.075 0.170 -0.522  0.279
H: 3.535 -1.199 0.483  0.259
H: 1.948 0.132 0.036  0.375
O: -2.247 -0.643 -0.331  -0.694
H: -3.019 -1.032 -0.730  0.332
H: -1.458 -0.496 -0.818  0.344
O: 1.042 0.883 1.368  -0.690
H: 1.050 0.137 1.944  0.303
H: 0.125 1.196 1.530  0.330
O: -2.965 0.297 -2.761  -0.629
H: -2.370 0.217 -2.060  0.334
H: -3.585 0.825 -2.278  0.305
O: -1.604 0.772 2.304  -0.663
H: -1.823 0.109 1.531  0.403
H: -2.094 0.979 3.025  0.255


Arrangement x

Here is a 5-piece molecular cluster, CH12O5 overall from the OMol25 dataset. Energies are from wB97M-V/def2-TZVPD.

SMILES string: CO.O.O.O.O
HOMO level: -9.822 eV
frontier orbital gap: 10.30 eV
E_LUMO: 0.47 eV

Each line ends with the Mulliken charge.
Geometry (Å):
C: 2.109 1.723 2.772  -0.519
O: 0.808 2.248 2.636  -0.482
H: 2.429 1.735 3.820  0.228
H: 2.869 2.172 2.127  0.227
H: 2.134 0.650 2.502  0.232
H: 0.736 2.603 1.740  0.315
O: -0.956 -0.799 0.735  -0.630
H: -1.035 -0.945 -0.209  0.331
H: -1.638 -0.180 0.960  0.306
O: -1.334 -5.161 -2.409  -0.653
H: -1.773 -5.474 -3.196  0.324
H: -0.396 -5.276 -2.564  0.327
O: 1.161 4.087 -0.536  -0.645
H: 1.756 4.688 -0.076  0.322
H: 1.750 3.680 -1.180  0.321
O: -1.691 -1.648 -2.296  -0.644
H: -1.746 -1.316 -3.196  0.308
H: -1.422 -2.564 -2.470  0.333


Arrangement y

Here is a 5-piece molecular cluster, CH12O5 overall from the OMol25 dataset. Energies are from wB97M-V/def2-TZVPD.

SMILES string: CO.O.O.O.O
HOMO level: -10.616 eV
frontier orbital gap: 11.08 eV
E_LUMO: 0.46 eV

Each line ends with the Mulliken charge.
Geometry (Å):
C: -2.548 -1.328 3.852  -0.504
O: -1.337 -0.431 3.456  -0.513
H: -3.318 -0.629 4.117  0.369
H: -2.066 -2.066 4.489  0.171
H: -2.756 -1.710 2.858  0.181
H: -1.704 0.378 3.827  0.299
O: -0.796 0.784 -2.935  -0.625
H: -1.631 0.986 -2.481  0.317
H: -0.756 1.608 -3.441  0.307
O: 2.456 2.875 -2.392  -0.639
H: 2.963 2.128 -2.761  0.314
H: 1.629 2.480 -2.066  0.323
O: -1.015 -1.894 0.559  -0.626
H: -1.408 -1.137 1.003  0.314
H: -0.632 -1.652 -0.286  0.308
O: 2.962 -0.281 -1.850  -0.612
H: 2.860 -1.028 -1.253  0.298
H: 3.891 -0.040 -1.791  0.316


Most stable to least stable: arrangement x, arrangement y, arrangement w


Arrangement w

Here is a 2-piece molecular cluster, H8N2Si2 overall from the OMol25 dataset. Energies are from wB97M-V/def2-TZVPD.

HOMO level: -8.712 eV
frontier orbital gap: 9.16 eV
E_LUMO: 0.45 eV

Each line ends with the Mulliken charge.
Geometry (Å):
N: -2.351 0.386 0.357  -0.440
N: 0.579 0.496 -0.313  -0.143
Si: 2.222 -0.021 0.112  0.226
Si: -0.965 -0.241 -0.416  0.045
H: -3.051 0.875 -0.111  0.230
H: -2.648 -0.181 1.153  0.251
H: 0.481 1.545 -0.587  0.277
H: 3.121 1.239 0.329  -0.079
H: 1.930 -0.637 1.389  -0.065
H: 2.543 -0.800 -1.054  -0.080
H: -0.490 -2.219 0.953  -0.150
H: -1.372 -0.442 -1.811  -0.072


Arrangement x

Here is a 2-piece molecular cluster, H8N2Si2 overall from the OMol25 dataset. Energies are from wB97M-V/def2-TZVPD.

HOMO level (alpha / beta): -8.531 / -8.409 eV
frontier orbital gap (alpha / beta): 8.13 / 7.96 eV
E_LUMO (alpha / beta): -0.40 / -0.45 eV

Each line ends with the Mulliken charge.
Geometry (Å):
N: -1.790 0.249 1.276  -0.356
N: -1.583 -0.015 -0.036  -0.220
Si: 1.868 -0.328 -0.121  0.302
Si: -0.265 0.596 -0.959  0.187
H: -0.968 0.305 1.890  0.235
H: -2.543 -0.334 1.537  0.278
H: -0.903 -1.682 0.005  0.061
H: 2.434 0.981 0.181  -0.115
H: 1.977 -1.151 1.039  -0.101
H: 2.653 -0.819 -1.354  -0.087
H: -0.854 0.153 -2.387  -0.065
H: -0.026 2.045 -1.072  -0.118


Most stable to least stable: arrangement w, arrangement x